(1)
# C4H4O2S2

A single C4H4O2S2 molecule (ωB97M-V/def2-TZVPD, the Open Molecules 2025 dataset).

Structure (XYZ):
```
12
C4H4O2S2, DFT ωB97M-V/def2-TZVPD
C 0.89571 0.21294 -3.35676
C 0.12948 -0.41492 -2.29260
S -0.70221 0.40199 -1.15602
C 0.01171 -0.27535 0.39890
S 1.38775 -0.98641 0.75342
C -0.75445 0.21641 1.55607
O -1.79750 0.77777 1.48691
O -0.02042 0.51022 2.85712
H 0.86313 1.34540 -3.25409
H 1.21148 -0.48266 -4.20401
H 0.13814 -1.50127 -2.14260
H -0.33268 1.25073 3.45635
```

Output
Charge: 0
Molar mass (g mol⁻¹): 148.21
HOMO level (eV): -9.04
Orbital gap (eV): 7.5
Multiplicity: 1
Calculated total energy (eV): -29975.0415
Structure (SMILES): C=CSC(=S)C(=O)O
Energy relative to the best compared isomer or geometry (same formula, charge and spin) (kcal per mole): 62.0

Atom charges from the Löwdin analysis, given in e for atoms 1 to 2: -0.003, -0.643

=====

(2)
# C4H4O2Sr

A molecular structure, C4H4O2Sr (ωB97M-V/def2-TZVPD, the Open Molecules 2025 dataset).

Structure (XYZ):
```
11
C4H4O2Sr, DFT ωB97M-V/def2-TZVPD
C 2.47915 1.45074 -0.76672
O 3.43757 0.84448 -0.52456
H 4.42675 0.76875 -0.46843
C -0.25510 0.90407 -0.37026
C -0.71982 -0.22093 0.15945
C -1.34214 -1.44173 0.18972
O -2.47494 -1.75770 0.58131
Sr -4.52941 -1.58108 1.80498
H -0.32124 1.82755 0.22038
H -0.38264 1.09347 -1.44420
H -0.31818 -1.88760 0.61834
```

Output
Charge: +3
Molar mass (g mol⁻¹): 171.69
HOMO level (spin up / spin down) (eV): -20.52 / -20.48
Orbital gap (spin up / spin down) (eV): 8.7 / 7.4
Multiplicity: 2
Calculated total energy (eV): -9106.6424
Energy relative to the best compared isomer or geometry (same formula, charge and spin) (kcal per mole): 78.3

Atom charges from the Löwdin analysis, given in e for atoms 1 to 2: 0.403, 0.336

=====

(3)
# C4H4O2Tl

A molecular structure, C4H4O2Tl (ωB97M-V/def2-TZVPD, the Open Molecules 2025 dataset).

Structure (XYZ):
```
11
C4H4O2Tl, DFT ωB97M-V/def2-TZVPD
H -1.52831 -0.56123 -1.65468
O 2.10267 0.51293 -1.05145
C 1.37472 0.68024 0.13884
C -0.01718 0.24896 -0.06808
C -1.08648 0.22761 -0.84675
H 3.02606 0.72451 -0.88777
H 1.35539 1.73350 0.46998
H 1.79133 0.08470 0.97024
C -1.22118 -0.73543 0.16267
O -1.94714 -1.17969 1.04422
Tl -3.84988 -1.73609 1.72277
```

Output
Charge: +1
Molar mass (g mol⁻¹): 288.46
HOMO level (eV): -13.21
Orbital gap (eV): 8.8
Multiplicity: 1
Calculated total energy (eV): -12988.9698
Energy relative to the best compared isomer or geometry (same formula, charge and spin) (kcal per mole): 76.4

Atom charges from the Löwdin analysis, given in e for atoms 1 to 2: 0.226, -0.023

=====

(4)
# C4H4O3

A single C4H4O3 molecule (ωB97M-V/def2-TZVPD, the Open Molecules 2025 dataset).

Structure (XYZ):
```
11
C4H4O3, DFT ωB97M-V/def2-TZVPD
C -1.83297 0.08516 -0.42725
C -0.49233 -0.35125 -0.38598
O 0.11154 -1.34138 -0.96547
C 0.49176 -0.30157 0.86675
O 0.32181 -0.76536 1.96833
C 1.80759 0.25842 0.32240
O 1.78200 1.12339 -0.53844
H -2.11937 0.94766 0.17258
H -2.57030 -0.36586 -1.09302
H -0.16260 0.74190 -0.77418
H 2.73580 -0.06115 0.83190
```

Output
Charge: 0
Molar mass (g mol⁻¹): 100.07
HOMO level (spin up / spin down) (eV): -9.34 / -9.33
Orbital gap (spin up / spin down) (eV): 7.9 / 7.9
Multiplicity: 1
Calculated total energy (eV): -10350.3178
Energy relative to the best compared isomer or geometry (same formula, charge and spin) (kcal per mole): 112.9

Atom charges from the Löwdin analysis, given in e for atoms 1 to 2: 0.223, -0.580

=====

(5)
# C4H4O3

A single C4H4O3 molecule (ωB97M-V/def2-TZVPD, the Open Molecules 2025 dataset).

Structure (XYZ):
```
11
C4H4O3, DFT ωB97M-V/def2-TZVPD
O -2.13284 1.17985 -0.35242
C -0.97478 1.18600 -0.02459
C -0.07834 -0.02084 -0.15971
C 1.30135 0.22272 -0.69932
O 1.84036 1.30160 -0.67641
C -0.25507 -1.17194 0.75235
O -0.67500 -1.22664 -0.58848
H -0.48701 2.07828 0.40646
H 1.78079 -0.68186 -1.12706
H 0.60830 -1.78845 1.00822
H -1.04538 -1.12208 1.50087
```

Output
Charge: 0
Molar mass (g mol⁻¹): 100.07
HOMO level (eV): -10.13
Orbital gap (eV): 10.5
Multiplicity: 1
Calculated total energy (eV): -10352.9644
Structure (SMILES): O=CC1(C=O)CO1
Energy relative to the best compared isomer or geometry (same formula, charge and spin) (kcal per mole): 51.8

Atom charges from the Löwdin analysis, given in e for atoms 1 to 2: 0.101, -0.160

=====

(6)
# C4H4O3

A single C4H4O3 molecule (ωB97M-V/def2-TZVPD, the Open Molecules 2025 dataset).

Structure (XYZ):
```
11
C4H4O3, DFT ωB97M-V/def2-TZVPD
C -1.91359 0.33505 -0.35154
C -0.82165 -0.68664 -0.24457
O -0.83069 -1.83282 -0.53493
C 1.49086 -0.35630 -0.19918
O 0.34115 -0.09490 0.36650
C 2.58197 0.33646 0.53654
O 2.84654 1.50731 0.35805
H -2.37917 0.47044 0.63294
H -2.65850 -0.02556 -1.06498
H -1.49772 1.29667 -0.66692
H 3.22812 -0.34095 1.13972
```

Output
Charge: 0
Molar mass (g mol⁻¹): 100.07
HOMO level (eV): -9.23
Orbital gap (eV): 9.1
Multiplicity: 1
Calculated total energy (eV): -10351.8922
Energy relative to the best compared isomer or geometry (same formula, charge and spin) (kcal per mole): 76.6

Atom charges from the Löwdin analysis, given in e for atoms 1 to 2: 0.029, -0.457

=====

(7)
# C4H4O3

A single C4H4O3 molecule (ωB97M-V/def2-TZVPD, the Open Molecules 2025 dataset).

Structure (XYZ):
```
11
C4H4O3, DFT ωB97M-V/def2-TZVPD
C 1.30923 -1.23486 0.57844
C 0.32134 -0.52983 -0.30335
O -0.11267 -0.95939 -1.35115
C -0.20644 0.82577 0.18449
O 0.13550 1.32430 1.23891
C -1.02139 1.56256 -0.81404
O -2.29315 1.33822 -0.65109
H 2.17533 -0.58865 0.75534
H 1.61760 -2.16919 0.10609
H 0.86134 -1.43360 1.55787
H -2.78669 1.86467 -1.30151
```

Output
Charge: 0
Molar mass (g mol⁻¹): 100.07
HOMO level (eV): -9.03
Orbital gap (eV): 8.6
Multiplicity: 1
Calculated total energy (eV): -10352.0261
Energy relative to the best compared isomer or geometry (same formula, charge and spin) (kcal per mole): 73.5

Atom charges from the Löwdin analysis, given in e for atoms 1 to 2: -0.002, -0.370

=====

(8)
# C4H4O3

2 unconnected molecules or ions with the total composition C4H4O3 (ωB97M-V/def2-TZVPD, the Open Molecules 2025 dataset).

Structure (XYZ):
```
11
C4H4O3, DFT ωB97M-V/def2-TZVPD
C -0.10723 -1.14905 0.65459
C 1.38204 -1.12000 0.50617
C 2.06011 -0.58909 -0.46145
O 2.67677 -0.16021 -1.39237
H -0.40130 -0.30497 1.29847
H -0.40337 -1.96168 1.26963
H -0.52829 -1.25752 -0.26729
H 2.04718 -1.61919 1.24667
O 2.34101 0.81399 2.40450
C 1.24024 0.61102 2.66531
O 0.15971 0.50858 3.05484
```

Output
Charge: 0
Molar mass (g mol⁻¹): 100.07
HOMO level (eV): -9.01
Orbital gap (eV): 9.4
Multiplicity: 1
Calculated total energy (eV): -10354.3621
Structure (SMILES): CC=C=O.O=C=O
Energy relative to the best compared isomer or geometry (same formula, charge and spin) (kcal per mole): 19.6

Atom charges from the Löwdin analysis, given in e for atoms 1 to 2: -0.075, -0.177

=====

(9)
# C4H4O3S

2 unconnected molecules or ions with the total composition C4H4O3S (ωB97M-V/def2-TZVPD, the Open Molecules 2025 dataset).

Structure (XYZ):
```
12
C4H4O3S, DFT ωB97M-V/def2-TZVPD
C -0.82538 -1.43748 0.60520
C 2.41017 0.42286 -0.03206
C -1.08379 0.84601 -0.34235
C -0.34616 -0.40965 -0.33102
O -1.19214 -1.04575 1.75106
O -0.80702 -2.65307 0.24445
O 3.06680 0.03521 -0.93875
S 2.70759 1.53645 1.15815
H -0.51701 1.73806 -0.55019
H -1.96513 0.94226 -1.10126
H -1.24530 0.93442 0.80956
H -0.20263 -0.90933 -1.27277
```

Output
Charge: -2
Molar mass (g mol⁻¹): 132.14
HOMO level (spin up / spin down) (eV): -0.10 / 1.16
Orbital gap (spin up / spin down) (eV): 5.8 / 4.7
Multiplicity: 1
Calculated total energy (eV): -21187.5290
Energy relative to the best compared isomer or geometry (same formula, charge and spin) (kcal per mole): 62.1

Atom charges from the Löwdin analysis, given in e for atoms 1 to 2: -0.790, -0.962

=====

(10)
# C4H4O3S

A single C4H4O3S molecule (ωB97M-V/def2-TZVPD, the Open Molecules 2025 dataset).

Structure (XYZ):
```
12
C4H4O3S, DFT ωB97M-V/def2-TZVPD
C 0.19850 0.35442 0.17370
C -0.79527 -0.67604 -0.46921
O -0.88133 -1.82346 0.44427
C -1.05004 -3.02032 -0.15555
O -1.39132 -4.02237 0.33385
S -0.63713 -2.94346 -1.88740
C -0.31703 -1.24775 -1.87373
O 0.24233 -0.57397 -2.69745
H 1.02078 -0.24544 0.63878
H -0.16838 0.81399 1.13692
H 0.35189 1.09298 -0.57275
H -1.87692 -0.25922 -0.51014
```

Output
Charge: 0
Molar mass (g mol⁻¹): 132.14
HOMO level (eV): -10.51
Orbital gap (eV): 10.9
Multiplicity: 1
Calculated total energy (eV): -21190.2526
Structure (SMILES): C[C@@H]1OC(=O)SC1=O
Energy relative to the best compared isomer or geometry (same formula, charge and spin) (kcal per mole): 10.6

Atom charges from the Löwdin analysis, given in e for atoms 1 to 2: -0.017, -0.261

=====

Q: Among the records above, which one has the lowest charge?
A: number 9